No. 1
C11H15N4O4 | ωB97M-V/def2-TZVPD

Structure (ORCA input):
```
! wB97M-V def2-TZVPD RIJCOSX def2/J DEFGRID3
* xyz 1 1
O 0.04813 4.06115 -2.47180
C 0.16037 2.86242 -2.08743
C 0.20793 2.20891 -0.85096
C 0.49522 0.98914 -0.67156
N 0.56682 0.25601 -1.60407
C 0.65165 0.74976 -2.93759
N 0.55888 2.07578 -3.17526
H 0.18463 2.37217 -4.13689
H 0.58522 0.09022 -3.85533
C 0.58093 0.72900 0.70823
C 0.33489 1.87425 1.09125
N 0.08433 2.97402 0.24609
H 0.00289 4.00545 0.72957
H 0.36648 2.07180 2.27244
C 0.73964 -0.56534 1.25405
N 0.91507 -1.60491 0.07949
H 1.67658 -2.23217 0.33201
C -0.36635 -2.39366 0.32341
C -1.79182 -1.89085 -0.33635
O -2.67914 -2.62782 -0.09822
H -3.64915 -2.21207 -0.46674
H -1.70228 -0.75523 -0.11880
H -1.51048 -1.78292 -1.52038
H -0.20002 -3.45852 -0.21204
C -0.86879 -2.51628 1.77314
O 0.34596 -3.46802 2.40622
H 0.02541 -4.13990 2.75290
H -1.69007 -2.85477 2.06555
C -0.04872 -1.02268 2.26674
O 0.42991 -1.06928 3.62104
H 0.75419 -1.92117 3.67446
H -1.14297 -0.32749 2.33929
H 0.80013 -1.17717 -0.84746
H 1.87477 -0.54592 1.76304
*
```

Output
orbital gap: 8.49 eV

Atomic partial charges in e from the natural (NBO) method, atoms 1 to 4:
1. O -0.6008
2. C 0.6055
3. C -0.0291
4. C 0.1690

=====

No. 2
C4H12N2O | ωB97M-V/def2-TZVPD

Structure (ORCA input):
```
! wB97M-V def2-TZVPD RIJCOSX def2/J DEFGRID3
* xyz 1 2
C 0.58819 -2.31953 0.14303
C 1.21275 -1.31475 1.16922
C 1.75745 -0.03587 0.79335
C 1.08441 1.15300 1.08649
N 1.47877 2.37035 0.66527
N -0.48490 -1.83977 -0.70288
H 1.36846 -2.70340 -0.52171
H 0.28169 -3.20552 0.69610
H 1.97316 -1.89007 1.70637
H 0.45516 -1.22064 1.95848
H 2.71946 0.01728 0.31351
H 0.32026 1.09674 1.83702
H 0.76522 3.07174 0.86407
H 1.70424 2.41560 -0.32947
H -0.20507 -1.02894 -1.24155
H -1.27487 -1.61662 -0.11263
H -3.70001 1.52508 -2.93017
H -5.17460 1.27619 -2.66301
O -4.35742 1.55147 -2.22286
*
```

Output
<S²>: 0.758
ΔE to the lowest compared entry with this formula, charge and spin: 76.15 kJ/mol
orbital gap (alpha / beta): 9.32 / 5.82 eV

Atomic partial charges in e from the natural (NBO) method, atoms 1 to 4:
1. C -0.1930
2. C -0.5302
3. C 0.0216
4. C 0.1214

=====

No. 3
CH4ClPS2 | ωB97M-V/def2-TZVPD

Structure (ORCA input):
```
! wB97M-V def2-TZVPD RIJCOSX def2/J DEFGRID3
* xyz 0 1
C -2.63685 0.38409 0.17916
P 1.53729 0.02135 -1.22460
S 1.92663 1.58921 0.14630
S 1.65622 -1.63391 0.07788
Cl -1.35393 0.67301 -0.85891
H -2.58978 -0.66401 0.40403
H -2.96342 0.88575 1.12998
H 2.90570 1.20940 1.08212
H 1.51814 -2.46489 -0.93595
*
```

Output
ΔE to the lowest compared entry with this formula, charge and spin: 459.43 kJ/mol
orbital gap (alpha / beta): 7.65 / 7.28 eV

Atomic partial charges in e from the natural (NBO) method, atoms 1 to 4:
1. C -0.4082
2. P 0.3183
3. S -0.3421
4. S -0.2772